{"formula": "C3H7OS", "method": "ωB97M-V/def2-TZVPD", "total_energy_ev": -16106.6762, "e_above_lowest_kcal_mol": 36.9, "charge": -1, "orbital_gap_ha": 0.2323, "multiplicity": 1, "symbols": ["C", "S", "H", "H", "H", "O", "C", "C", "H", "H", "H", "H"], "coordinates": [[1.45, -0.80, -1.40], [1.91, 0.81, -0.75], [1.46, -0.67, -2.57], [2.19, -1.50, -1.03], [0.32, -0.94, -1.14], [-2.34, 1.37, 0.21], [-1.23, 1.04, 0.49], [-0.79, -0.08, 1.38], [-0.51, 1.81, 0.25], [-1.56, -0.89, 0.98], [-1.12, 0.27, 2.38], [0.23, -0.42, 1.21]], "lowdin_charge": [-0.753, 0.039, 0.004, -0.042, 0.002, -0.002, -0.425, -0.089, 0.049, 0.113, 0.082, 0.023]}



{"formula": "C2H4ClNOS", "method": "ωB97M-V/def2-TZVPD", "total_energy_ev": -29031.6395, "e_above_lowest_kcal_mol": 54.9, "orbital_gap_ha": 0.3632, "multiplicity": 1, "symbols": ["C", "C", "H", "H", "H", "H", "N", "O", "S", "Cl"], "coordinates": [[-0.67, 0.07, 0.28], [0.01, 1.35, 0.07], [1.34, -2.30, -1.29], [-0.76, -2.07, 0.58], [-0.96, 2.10, 0.06], [0.60, 1.82, 1.07], [-0.16, -1.11, 0.51], [-1.90, 0.09, 0.08], [1.53, -1.60, 0.11], [0.96, 1.65, -1.48]], "lowdin_charge": [-0.730, -0.524, -0.029, 0.184, 0.135, 0.150, -0.326, 0.017, 0.639, 0.485]}



{"formula": "C4H10O", "method": "ωB97M-V/def2-TZVPD", "total_energy_ev": -6356.4864, "e_above_lowest_kcal_mol": 30.4, "orbital_gap_ha": 0.3918, "multiplicity": 1, "symbols": ["C", "C", "C", "C", "O", "H", "H", "H", "H", "H", "H", "H", "H", "H", "H"], "coordinates": [[0.66, -0.52, 1.12], [0.33, -0.59, -1.29], [-0.36, 1.49, 0.06], [-0.24, 0.07, 0.01], [-1.56, -0.50, 0.13], [0.61, 0.03, 2.06], [0.40, -1.65, 1.42], [1.65, -0.48, 0.83], [-0.16, -0.11, -2.18], [0.13, -1.66, -1.18], [1.32, -0.38, -0.98], [-0.65, 1.98, 1.02], [0.60, 2.00, -0.33], [-1.20, 1.81, -0.60], [-1.53, -1.49, -0.07]], "lowdin_charge": [-0.048, -0.021, -0.064, -0.706, -0.087, 0.072, 0.135, 0.040, 0.109, 0.081, 0.053, 0.095, 0.128, 0.101, 0.112]}



{"formula": "C26H27O2Si", "method": "ωB97M-V/def2-TZVPD", "total_energy_ev": -39365.8176, "e_above_lowest_kcal_mol": 9.7, "charge": 1, "orbital_gap_ha": 0.2158, "multiplicity": 1, "symbols": ["C", "Si", "C", "C", "C", "C", "O", "C", "C", "C", "C", "C", "C", "H", "H", "H", "H", "H", "H", "H", "H", "H", "H", "H", "H", "H", "H", "H", "H", "C", "C", "C", "C", "C", "O", "C", "C", "C", "C", "C", "C", "C", "C", "C", "C", "H", "H", "H", "H", "H", "H", "H", "H", "H", "H", "H"], "coordinates": [[1.87, -2.80, -1.35], [3.09, -2.01, -0.19], [3.00, -2.65, 1.56], [4.82, -2.18, -0.85], [2.72, -0.14, -0.09], [1.50, 0.44, -0.03], [3.92, 0.54, -0.17], [3.90, 1.94, -0.06], [3.72, 2.53, 1.19], [3.72, 3.92, 1.27], [3.87, 4.69, 0.11], [4.04, 4.07, -1.13], [4.08, 2.68, -1.22], [2.02, -3.89, -1.35], [0.82, -2.61, -1.09], [2.03, -2.45, -2.38], [3.13, -3.74, 1.58], [3.81, -2.20, 2.16], [2.04, -2.40, 2.05], [5.10, -3.24, -0.93], [4.91, -1.73, -1.84], [5.55, -1.69, -0.18], [1.39, 1.48, 0.27], [0.65, -0.10, -0.43], [3.57, 1.90, 2.07], [3.61, 4.40, 2.24], [3.84, 5.78, 0.17], [4.15, 4.67, -2.04], [4.22, 2.17, -2.17], [-6.07, -0.12, -3.73], [-4.82, -0.73, -3.93], [-3.92, -0.85, -2.87], [-4.24, -0.33, -1.58], [-3.28, -0.36, -0.50], [-3.80, 0.15, 0.66], [-3.07, 0.09, 1.83], [-1.76, -0.44, 1.84], [-1.13, -0.58, 3.11], [-1.82, -0.25, 4.27], [-3.12, 0.27, 4.21], [-3.75, 0.47, 2.98], [-1.19, -0.85, 0.61], [-1.98, -0.83, -0.54], [-5.52, 0.22, -1.39], [-6.42, 0.35, -2.45], [-6.76, 0.00, -4.56], [-4.55, -1.12, -4.91], [-2.96, -1.33, -3.00], [-0.11, -0.95, 3.12], [-1.34, -0.40, 5.23], [-3.65, 0.53, 5.13], [-4.75, 0.88, 2.90], [-0.26, -1.41, 0.64], [-1.60, -1.17, -1.51], [-5.82, 0.58, -0.41], [-7.39, 0.81, -2.28]], "lowdin_charge": [-0.168, 0.535, -0.169, -0.173, -0.338, 0.019, -0.067, -0.276, -0.023, -0.074, -0.086, -0.072, -0.001, 0.043, 0.007, 0.046, 0.040, 0.045, 0.013, 0.041, 0.043, 0.042, 0.073, 0.013, 0.126, 0.107, 0.106, 0.109, 0.126, -0.035, -0.047, 0.002, -0.139, -0.112, 0.115, -0.132, -0.123, 0.020, -0.039, -0.019, 0.031, 0.051, 0.049, 0.007, -0.045, 0.120, 0.118, 0.111, 0.125, 0.122, 0.126, 0.136, 0.108, 0.125, 0.122, 0.118]}



{"formula": "C4H7NO", "method": "ωB97M-V/def2-TZVPD", "total_energy_ev": -7798.3871, "e_above_lowest_kcal_mol": 29.0, "orbital_gap_ha": 0.4414, "multiplicity": 1, "symbols": ["C", "C", "C", "O", "C", "N", "H", "H", "H", "H", "H", "H", "H"], "coordinates": [[0.02, -0.14, -1.50], [0.18, 0.09, 0.02], [-1.06, 0.02, 0.96], [0.72, 1.40, 0.10], [1.20, -0.88, 0.51], [2.00, -1.60, 0.93], [-0.91, 0.29, -1.89], [0.86, 0.39, -1.97], [0.08, -1.19, -1.82], [-1.04, 0.89, 1.63], [-1.06, -0.86, 1.61], [-2.01, 0.07, 0.42], [1.01, 1.53, 1.01]], "lowdin_charge": [-0.012, -0.578, -0.002, -0.028, -0.165, 0.164, 0.085, 0.092, 0.090, 0.087, 0.083, 0.081, 0.104]}



{"formula": "C12H24N4O2TlV", "method": "ωB97M-V/def2-TZVPD", "total_energy_ev": -53248.4167, "charge": 2, "orbital_gap_ha": [0.2344, 0.2214], "multiplicity": 1, "symbols": ["N", "C", "O", "Tl", "V", "N", "N", "C", "C", "C", "C", "C", "C", "C", "C", "H", "H", "H", "H", "H", "H", "H", "H", "H", "H", "H", "H", "H", "H", "H", "H", "H", "H", "C", "H", "H", "H", "C", "H", "H", "H", "O", "C", "N"], "coordinates": [[-0.23, 2.16, 0.13], [-0.79, 3.31, -0.23], [-2.01, 3.61, -0.07], [-2.49, 1.46, 0.31], [0.64, 0.50, -0.10], [-0.43, -0.48, -1.52], [0.48, -0.62, 1.56], [-0.63, 0.06, -2.90], [0.41, -0.41, 3.03], [-2.07, 0.59, -3.05], [-0.36, -1.03, -3.96], [0.35, 1.22, -3.12], [-0.33, -1.59, 3.70], [1.83, -0.27, 3.61], [-0.37, 0.88, 3.31], [-2.82, -0.18, -2.77], [-2.28, 0.90, -4.09], [-2.21, 1.48, -2.41], [0.65, -1.47, -3.81], [-0.39, -0.59, -4.97], [-1.10, -1.84, -3.92], [0.23, 2.01, -2.35], [0.18, 1.69, -4.10], [1.40, 0.86, -3.10], [-1.32, -1.75, 3.24], [-0.48, -1.38, 4.77], [0.25, -2.53, 3.63], [2.45, -1.16, 3.37], [1.80, -0.18, 4.71], [2.33, 0.62, 3.19], [0.07, 1.73, 2.77], [-0.38, 1.10, 4.39], [-1.43, 0.76, 2.99], [0.93, -1.95, 1.13], [1.11, -1.94, 0.03], [1.89, -2.25, 1.59], [0.18, -2.74, 1.30], [-1.04, -1.79, -1.26], [-0.50, -2.62, -1.76], [-1.04, -1.98, -0.18], [-2.09, -1.83, -1.61], [4.21, 3.33, -0.64], [3.22, 2.55, -0.49], [2.19, 1.74, -0.34]], "lowdin_charge": [-0.179, -0.208, -0.114, 1.145, 0.957, -0.116, -0.089, -0.618, -0.618, -0.032, -0.020, -0.047, -0.021, -0.011, -0.054, 0.092, 0.122, 0.037, 0.106, 0.114, 0.096, 0.049, 0.118, 0.096, 0.100, 0.115, 0.097, 0.090, 0.115, 0.095, 0.076, 0.116, 0.050, -0.110, 0.078, 0.120, 0.117, -0.105, 0.124, 0.060, 0.115, 0.147, -0.185, -0.018]}



{"formula": "C3H7O4", "method": "ωB97M-V/def2-TZVPD", "total_energy_ev": -11412.2664, "e_above_lowest_kcal_mol": 0.0, "orbital_gap_ha": [0.4232, 0.2640], "multiplicity": 2, "symbols": ["O", "C", "O", "C", "C", "O", "H", "H", "H", "H", "H", "H", "H", "O"], "coordinates": [[-1.53, 0.95, 0.32], [-0.69, 0.88, 1.19], [-0.46, 1.55, 2.23], [0.47, -0.19, 0.99], [1.43, 0.27, -0.10], [2.25, -0.82, -0.48], [-0.06, -1.06, 0.62], [0.87, -0.48, 1.96], [0.84, 0.57, -0.95], [2.06, 1.08, 0.25], [1.70, -1.43, -0.98], [-2.64, -1.12, -1.59], [-2.12, 0.27, -1.42], [-2.12, -0.47, -2.06]], "mulliken_spin": [0.059, -0.013, 0.765, 0.151, -0.002, 0.025, 0.014, 0.001, 0.001, 0.002, -0.004, 0.000, 0.000, 0.000]}



{"formula": "C19H43F3N3O5", "method": "ωB97M-V/def2-TZVPD", "total_energy_ev": -43249.3840, "charge": 1, "orbital_gap_ha": 0.2445, "multiplicity": 1, "symbols": ["O", "C", "C", "N", "C", "C", "C", "C", "C", "F", "F", "F", "H", "H", "H", "H", "H", "H", "H", "H", "H", "H", "H", "H", "H", "C", "O", "C", "C", "N", "C", "C", "O", "C", "H", "H", "H", "H", "H", "H", "H", "H", "H", "H", "H", "H", "H", "H", "H", "C", "O", "C", "C", "N", "C", "C", "O", "C", "H", "H", "H", "H", "H", "H", "H", "H", "H", "H", "H", "H", "H", "H", "H"], "coordinates": [[3.93, 5.17, 2.80], [3.27, 4.33, 1.83], [4.02, 4.23, 0.41], [5.46, 4.63, 0.42], [5.97, 4.27, -0.98], [7.24, 3.26, -0.89], [6.86, 2.58, 0.55], [6.44, 3.93, 1.32], [2.93, 2.86, 2.35], [3.97, 1.96, 2.14], [1.78, 2.46, 1.65], [2.60, 2.82, 3.70], [4.36, 4.53, 3.41], [2.26, 4.82, 1.62], [3.48, 4.97, -0.28], [3.81, 3.21, -0.02], [5.51, 5.66, 0.37], [5.22, 3.70, -1.62], [6.18, 5.22, -1.58], [8.17, 3.88, -0.73], [7.28, 2.41, -1.64], [5.85, 2.13, 0.31], [7.66, 1.95, 1.04], [6.21, 3.86, 2.43], [7.31, 4.68, 1.33], [1.74, -0.22, -0.67], [1.48, 0.45, -1.89], [1.33, -0.43, -3.01], [-0.12, -0.45, -3.49], [-0.99, -1.13, -2.52], [-2.42, -0.96, -2.78], [-2.98, 0.47, -2.72], [-2.98, 1.03, -1.41], [-1.76, 1.62, -1.02], [2.02, 0.53, 0.07], [0.85, -0.74, -0.31], [2.57, -0.93, -0.78], [1.70, -1.43, -2.79], [1.95, -0.02, -3.81], [-0.17, -0.97, -4.45], [-0.44, 0.59, -3.64], [-0.79, -0.78, -1.60], [-2.95, -1.56, -2.04], [-2.66, -1.40, -3.76], [-4.04, 0.41, -3.01], [-2.51, 1.15, -3.44], [-1.22, 2.06, -1.87], [-1.13, 0.89, -0.51], [-1.98, 2.42, -0.31], [-7.27, -4.82, 1.97], [-6.52, -3.74, 2.50], [-5.46, -4.16, 3.36], [-4.10, -3.93, 2.71], [-3.87, -4.85, 1.61], [-2.72, -4.51, 0.77], [-2.75, -3.17, 0.02], [-3.72, -3.11, -1.01], [-5.03, -2.77, -0.58], [-8.15, -4.41, 1.48], [-6.70, -5.38, 1.23], [-7.60, -5.50, 2.77], [-5.58, -5.20, 3.69], [-5.53, -3.52, 4.26], [-3.31, -4.07, 3.46], [-4.07, -2.89, 2.38], [-4.69, -4.86, 1.01], [-2.63, -5.31, 0.03], [-1.81, -4.56, 1.39], [-1.78, -3.06, -0.48], [-2.83, -2.31, 0.70], [-5.02, -2.09, 0.28], [-5.60, -3.67, -0.35], [-5.54, -2.26, -1.41]], "lowdin_charge": [-0.002, -0.203, -0.054, -0.087, -0.109, -0.112, -0.099, -0.111, -0.408, 0.099, 0.088, 0.122, 0.110, 0.181, 0.168, 0.146, 0.192, 0.142, 0.151, 0.119, 0.130, 0.106, 0.137, 0.137, 0.155, -0.110, -0.206, -0.207, -0.208, -0.045, -0.180, -0.208, -0.176, -0.107, 0.061, 0.079, 0.089, 0.122, 0.118, 0.126, 0.100, 0.060, 0.088, 0.127, 0.122, 0.108, 0.086, 0.067, 0.087, -0.111, -0.196, -0.210, -0.211, -0.052, -0.193, -0.224, -0.217, -0.083, 0.090, 0.075, 0.088, 0.122, 0.120, 0.122, 0.099, 0.065, 0.121, 0.116, 0.112, 0.112, 0.094, 0.072, 0.092]}